# 1
The following is a DFT calculation (the ωB97M-V functional and the def2-TZVPD basis) of a structure of composition C15H15ClNOTi in a non-equilibrium geometry.

Results
frontier orbital gap (alpha / beta) = 4.160 / 4.980 eV
2S+1 = 4
LUMO energy (alpha / beta) = 4.90 / 4.83 eV
<S²> = 3.770
charge = -2
HOMO energy (alpha / beta) = 0.74 / -0.15 eV

Geometry (Å):
C (1.863, -2.104, 1.009)
C (1.921, -2.057, -0.438)
C (0.579, -2.182, -0.945)
H (2.820, -1.979, -1.040)
C (-0.289, -2.408, 0.186)
C (0.492, -2.332, 1.379)
H (0.156, -2.586, 2.387)
H (2.714, -2.153, 1.686)
H (0.298, -2.243, -1.996)
H (-1.312, -2.781, 0.125)
Ti (0.820, -0.317, 0.251)
Cl (2.709, 0.863, 0.056)
C (1.126, 2.452, -3.976)
C (-0.106, 1.809, -4.316)
C (0.204, 0.570, -4.960)
H (-1.106, 2.208, -4.146)
C (1.629, 0.448, -5.020)
C (2.198, 1.612, -4.412)
H (3.262, 1.834, -4.327)
H (1.230, 3.427, -3.500)
H (-0.515, -0.141, -5.365)
H (2.183, -0.370, -5.480)
O (-0.520, 0.314, 1.326)
N (-1.189, 0.601, 2.467)
C (-2.456, 1.056, 2.373)
C (-3.226, 1.174, 3.527)
C (-2.629, 0.938, 4.768)
C (-1.331, 0.421, 4.816)
C (-0.606, 0.290, 3.656)
H (-2.903, 1.249, 1.405)
H (-4.280, 1.441, 3.443)
H (-3.194, 1.077, 5.683)
H (-0.889, 0.110, 5.761)
H (0.351, -0.241, 3.618)

Forces on atoms 1 to 6 (eV/Å):
C -0.145 -1.440 -0.609
C -0.504 -1.532 0.537
C 0.532 -1.052 0.294
H -0.278 0.354 0.194
C 0.566 -0.484 -0.243
C 0.806 -0.722 -0.973



# 2
The following is a DFT calculation (the ωB97M-V functional and the def2-TZVPD basis) of a cluster of 3 separate species, C5H15N in total in a non-equilibrium geometry.

Results
frontier orbital gap = 7.951 eV
LUMO energy = 0.88 eV
charge = 0
HOMO energy = -7.07 eV

Geometry (Å):
C (2.628, -0.208, 0.133)
C (0.191, 0.129, -0.466)
C (2.949, 0.295, 1.527)
H (3.024, -1.207, -0.053)
H (2.983, 0.461, -0.646)
H (2.568, 1.307, 1.673)
H (1.437, -0.425, 0.092)
H (0.425, 0.103, -1.541)
H (0.299, 1.176, -0.144)
H (2.509, -0.350, 2.289)
H (4.028, 0.319, 1.701)
C (-2.394, 0.501, 0.565)
C (-2.226, -1.016, -1.322)
N (-1.807, 0.260, -0.750)
H (-2.076, 1.015, -1.381)
H (-2.121, 1.499, 0.909)
H (-1.977, -0.227, 1.261)
H (-3.489, 0.419, 0.566)
H (-1.801, -1.815, -0.714)
H (-1.832, -1.109, -2.334)
H (-3.317, -1.129, -1.361)

Forces on atoms 1 to 6 (eV/Å):
C -1.047 -0.517 0.144
C -2.026 -0.135 -0.080
C 0.192 -0.015 -0.061
H 0.218 -0.007 0.007
H -0.077 0.046 -0.078
H -0.023 -0.020 0.054



# 3
The following is a DFT calculation (the ωB97M-V functional and the def2-TZVPD basis) of a cluster of 10 separate species, C36H62N2O28S2 in total in a non-equilibrium geometry.

Results
frontier orbital gap (alpha / beta) = 2.595 / 5.999 eV
2S+1 = 2
LUMO energy (alpha / beta) = 1.08 / 1.08 eV
<S²> = 0.766
charge = -1
HOMO energy (alpha / beta) = -1.51 / -4.91 eV

Geometry (Å):
C (0.377, 16.502, -16.831)
O (-0.715, 17.185, -17.287)
C (-0.719, 18.483, -17.304)
O (0.258, 19.195, -17.327)
O (-1.975, 18.822, -17.367)
C (-2.342, 20.170, -17.582)
H (0.066, 16.232, -15.821)
H (1.339, 17.010, -16.756)
H (0.427, 15.590, -17.426)
H (-2.378, 20.644, -16.601)
H (-3.268, 20.269, -18.147)
H (-1.608, 20.610, -18.257)
C (8.227, 14.938, -17.589)
O (7.466, 15.902, -18.255)
C (6.166, 15.873, -17.950)
O (5.688, 15.033, -17.215)
O (5.602, 16.977, -18.470)
C (4.262, 17.214, -18.199)
H (9.224, 15.294, -17.328)
H (8.188, 14.051, -18.220)
H (7.842, 14.784, -16.581)
H (4.050, 17.786, -17.296)
H (3.598, 16.358, -18.082)
H (3.886, 17.847, -19.002)
C (3.342, 16.361, -14.275)
O (3.287, 17.691, -14.786)
C (4.176, 18.576, -14.164)
O (5.174, 18.252, -13.540)
O (3.688, 19.894, -14.287)
C (4.472, 20.972, -13.867)
H (4.300, 15.869, -14.443)
H (2.587, 15.695, -14.693)
H (3.288, 16.387, -13.187)
H (4.751, 20.840, -12.822)
H (3.951, 21.923, -13.979)
H (5.397, 21.084, -14.433)
C (-3.249, 12.970, -19.058)
O (-1.987, 13.042, -18.459)
C (-1.005, 13.516, -19.216)
O (-1.146, 14.018, -20.345)
O (0.188, 13.286, -18.671)
C (1.416, 13.626, -19.305)
H (-3.300, 12.284, -19.904)
H (-3.468, 13.938, -19.510)
H (-3.995, 12.522, -18.402)
H (2.157, 13.599, -18.506)
H (1.392, 14.658, -19.654)
H (1.785, 13.012, -20.127)
C (-4.350, 24.751, -17.155)
O (-4.748, 23.915, -18.204)
C (-5.205, 22.693, -18.058)
O (-5.208, 21.982, -16.999)
O (-5.542, 22.400, -19.275)
C (-5.998, 21.129, -19.588)
H (-4.337, 24.200, -16.214)
H (-5.056, 25.574, -17.045)
H (-3.392, 25.188, -17.435)
H (-6.480, 20.628, -18.748)
H (-5.208, 20.426, -19.853)
H (-6.759, 21.183, -20.366)
C (-0.130, 27.516, -20.510)
O (-0.448, 26.298, -19.867)
C (0.488, 25.379, -19.691)
O (1.720, 25.504, -19.847)
O (-0.083, 24.463, -18.979)
C (0.758, 23.402, -18.506)
H (-1.011, 28.066, -20.839)
H (0.372, 27.373, -21.467)
H (0.476, 28.286, -20.032)
H (1.291, 23.733, -17.615)
H (1.361, 22.889, -19.255)
H (0.012, 22.739, -18.068)
C (1.725, 19.354, -24.541)
C (0.468, 18.909, -24.519)
C (-0.196, 18.785, -23.366)
C (0.329, 19.437, -22.188)
C (1.601, 19.876, -22.170)
C (2.305, 19.877, -23.373)
N (-0.518, 19.723, -20.975)
O (0.001, 20.326, -20.057)
O (-1.630, 19.202, -20.962)
H (2.322, 19.330, -25.441)
H (0.121, 18.562, -25.481)
H (-1.108, 18.210, -23.434)
H (2.044, 20.336, -21.299)
H (3.311, 20.246, -23.508)
C (-5.520, 17.108, -17.090)
C (-4.513, 16.094, -17.138)
C (-3.500, 16.143, -16.127)
C (-3.474, 17.183, -15.177)
C (-4.455, 18.184, -15.166)
C (-5.399, 18.090, -16.135)
N (-2.556, 17.086, -14.027)
O (-2.792, 17.656, -12.961)
O (-1.595, 16.244, -14.123)
H (-6.239, 17.159, -17.894)
H (-4.515, 15.477, -18.025)
H (-2.773, 15.346, -16.179)
H (-4.597, 18.948, -14.417)
H (-6.200, 18.810, -16.053)
O (1.984, 13.656, -16.108)
S (2.085, 12.565, -15.076)
O (3.261, 12.414, -14.231)
O (0.756, 12.589, -14.066)
C (-0.477, 12.996, -14.631)
C (-1.566, 12.541, -13.706)
C (1.724, 10.935, -15.879)
H (-0.687, 12.644, -15.641)
H (-0.746, 14.051, -14.670)
H (-1.658, 13.262, -12.894)
H (-1.360, 11.604, -13.188)
H (-2.439, 12.347, -14.329)
H (2.458, 10.813, -16.675)
H (0.759, 11.078, -16.366)
H (1.771, 10.164, -15.110)
O (-1.189, 21.846, -12.656)
S (-0.543, 22.430, -13.868)
O (-1.387, 22.903, -14.945)
O (0.493, 23.575, -13.246)
C (1.474, 24.062, -14.032)
C (2.099, 25.280, -13.386)
C (0.707, 21.168, -14.414)
H (1.197, 24.334, -15.051)
H (2.275, 23.334, -14.159)
H (1.389, 26.103, -13.303)
H (2.934, 25.662, -13.974)
H (2.474, 24.952, -12.417)
H (0.091, 20.269, -14.432)
H (1.432, 21.095, -13.604)
H (1.022, 21.485, -15.408)

Forces on atoms 1 to 6 (eV/Å):
C 0.912 -1.870 1.464
O -1.061 0.023 -1.041
C 0.457 0.604 -0.456
O 0.103 0.458 0.343
O -1.636 0.104 -0.422
C 0.860 0.664 -0.308



Which formula does entry 1 have? C15H15ClNOTi



Which of these has the highest charge? C5H15N